Entry 1:
A structure of composition C4H2Na2O2. Source: the OMol25 dataset; level of theory: ωB97M-V/def2-TZVPD.

Each line ends with the Mulliken charge.
Cartesian coordinates (Å):
C  -1.423  -1.568  -0.649  0.553
C  -0.305  -1.485  -0.034  -0.720
O  -2.445  -1.141  -1.187  -0.555
Na  -2.416  0.996  1.581  0.370
H  0.055  -1.619  0.971  0.356
C  1.177  0.412  -0.289  -1.169
C  2.128  1.061  0.432  0.788
O  2.988  1.680  0.924  -0.411
Na  -1.095  1.506  -0.399  0.475
H  1.336  0.157  -1.352  0.312

Properties
- frontier orbital gap (alpha / beta) (Eh) = 0.2445 / 0.1715
- total charge = 0
- lowest unoccupied orbital energy (alpha / beta) (eV) = -1.03 / -1.29
- E_HOMO (alpha / beta) (eV) = -7.69 / -5.96

Entry 2:
A cluster of 2 separate species, C12H17N in total. Source: the OMol25 dataset; level of theory: ωB97M-V/def2-TZVPD.

Each line ends with the Mulliken charge.
Cartesian coordinates (Å):
C  -1.791  -1.861  3.998  -1.454
C  -1.318  -1.684  2.662  0.775
C  -2.138  -1.894  1.543  -0.887
N  -1.354  -1.666  0.410  -0.042
C  -0.045  -1.224  0.783  -0.171
C  1.044  -0.792  0.079  -0.699
C  2.045  -0.190  0.717  -0.432
C  2.057  0.015  2.124  -0.617
C  1.061  -0.583  2.909  -0.550
C  -0.009  -1.194  2.220  0.961
H  -1.888  -2.843  4.342  0.354
H  -2.830  -1.770  4.251  0.391
H  -1.240  -1.274  4.768  0.256
H  -3.009  -2.337  1.362  0.515
H  -1.575  -2.009  -0.494  0.236
H  1.023  -1.115  -0.960  0.383
H  3.013  0.244  0.334  0.269
H  2.979  0.419  2.514  0.336
H  1.210  -0.479  3.963  0.371
C  -0.479  0.948  -3.851  -1.045
C  0.196  2.349  -3.835  -0.422
C  1.143  2.754  -2.765  -0.731
H  -1.291  0.933  -4.607  0.300
H  -0.960  0.905  -2.829  0.223
H  0.153  0.169  -3.870  0.390
H  0.541  2.744  -4.752  0.450
H  -0.716  3.011  -3.715  0.203
H  1.377  1.938  -1.925  0.027
H  2.072  2.929  -3.204  0.324
H  0.731  3.557  -2.172  0.286

Properties
- frontier orbital gap (Eh) = 0.3131
- total charge = 0
- lowest unoccupied orbital energy (eV) = 0.88
- E_HOMO (eV) = -7.64
- energy above the lowest of the compared OMol25 structures with the same formula, charge and spin (kcal/mol) = 60.8

Entry 3:
An isolated molecule of C3H5N3O. Source: the OMol25 dataset; level of theory: ωB97M-V/def2-TZVPD.

Each line ends with the Mulliken charge.
Cartesian coordinates (Å):
O  -2.316  0.965  -0.458  -0.514
C  -1.659  -0.182  0.008  -0.291
C  -0.205  0.015  0.287  0.462
N  0.521  -0.865  1.028  -0.569
C  1.751  -0.614  0.640  -0.018
N  1.761  0.392  -0.251  0.109
N  0.502  0.807  -0.493  -0.626
H  -1.681  1.452  -1.002  0.349
H  -1.636  -0.978  -0.757  0.164
H  -2.189  -0.578  0.876  0.300
H  2.634  -1.165  0.932  0.408
H  2.517  0.750  -0.811  0.225

Properties
- frontier orbital gap (Eh) = 0.3954
- total charge = 0
- lowest unoccupied orbital energy (eV) = 0.81
- E_HOMO (eV) = -9.95
- energy above the lowest of the compared OMol25 structures with the same formula, charge and spin (kcal/mol) = 29.9

Entry 4:
A cluster of 8 separate species, C10H36N12O10 in total. Source: the OMol25 dataset; level of theory: ωB97M-V/def2-TZVPD.

Each line ends with the Mulliken charge.
Cartesian coordinates (Å):
C  -0.325  5.357  0.939  0.586
O  -1.033  6.275  0.701  -0.716
N  0.523  5.280  1.892  -0.219
N  -0.394  4.243  0.318  -0.110
H  0.901  6.089  2.363  0.192
H  0.983  4.415  2.137  0.055
H  0.209  3.495  0.630  0.099
H  -1.034  4.099  -0.450  0.135
C  2.042  -1.633  -4.311  0.261
O  2.222  -0.755  -3.550  -0.347
N  2.038  -2.926  -4.043  -0.317
N  1.867  -1.535  -5.614  -0.337
H  1.606  -3.587  -4.672  0.218
H  2.173  -3.304  -3.116  0.103
H  1.719  -2.442  -6.032  0.158
H  1.785  -0.578  -5.928  0.228
C  -3.612  -0.311  -0.160  0.539
O  -3.895  -1.463  -0.134  -0.660
N  -3.777  0.370  -1.249  -0.397
N  -2.981  0.376  0.790  -0.329
H  -4.163  -0.074  -2.070  0.225
H  -3.349  1.254  -1.484  0.173
H  -2.630  1.321  0.729  0.228
H  -2.677  -0.310  1.466  0.289
C  -0.365  3.580  4.517  0.886
O  0.777  3.830  4.591  -0.629
N  -0.987  3.246  3.456  -0.005
N  -1.108  3.630  5.588  -0.527
H  -0.574  3.057  2.554  -0.359
H  -1.953  2.990  3.603  0.151
H  -2.050  3.270  5.628  0.162
H  -0.625  3.644  6.475  0.247
C  0.657  0.502  0.016  -0.669
O  -0.267  1.290  -0.023  0.103
N  0.805  -0.445  -0.801  0.346
N  1.468  0.357  0.976  0.275
H  1.725  -0.861  -0.792  -0.203
H  0.159  -0.495  -1.576  -0.138
H  1.288  0.821  1.854  0.009
H  2.109  -0.423  0.938  0.027
C  -1.170  0.755  -4.874  0.557
O  -1.875  -0.021  -5.493  -0.692
N  -0.761  1.863  -5.262  -0.402
N  -0.634  0.627  -3.692  -0.127
H  -0.137  2.405  -4.681  0.232
H  -0.604  1.791  -6.257  0.230
H  0.160  1.178  -3.400  0.086
H  -0.924  -0.156  -3.123  0.113
C  0.340  -0.463  4.143  -1.204
C  -1.107  -0.796  3.853  -0.415
O  -1.234  -1.043  2.484  -0.519
O  0.688  0.813  3.656  0.118
H  1.104  -1.162  3.802  0.567
H  0.498  -0.592  5.213  0.416
H  -1.768  0.052  4.034  0.152
H  -1.564  -1.671  4.315  0.427
H  -0.700  -0.454  1.946  0.245
H  1.524  0.970  4.101  -0.013
C  1.520  -4.853  -0.374  -1.086
C  1.990  -6.153  -1.075  -0.617
O  1.634  -7.274  -0.261  -0.464
O  2.011  -3.714  -1.154  0.461
H  1.811  -5.017  0.664  0.513
H  0.437  -4.981  -0.357  0.090
H  3.042  -6.193  -1.354  0.407
H  1.505  -6.320  -2.038  0.166
H  2.327  -7.913  -0.443  0.301
H  2.631  -3.325  -0.532  -0.276

Properties
- frontier orbital gap (alpha / beta) (Eh) = 0.0899 / 0.3477
- spin multiplicity = 2
- total charge = -1
- lowest unoccupied orbital energy (alpha / beta) (eV) = 2.42 / 2.36
- E_HOMO (alpha / beta) (eV) = -0.03 / -7.10
- ⟨S²⟩ = 0.75

Entry 5:
A cluster of 2 separate species, C3H4ClF3 in total. Source: the OMol25 dataset; level of theory: ωB97M-V/def2-TZVPD.

Each line ends with the Mulliken charge.
Cartesian coordinates (Å):
C  -1.442  0.609  -0.228  -0.778
C  1.441  -1.072  -0.303  0.004
C  -0.244  0.578  0.685  0.505
F  0.830  -1.241  -1.562  -0.251
F  0.536  1.624  0.901  -0.244
F  -0.534  0.007  1.877  -0.261
Cl  2.935  -0.371  -0.412  -0.107
H  -1.950  -0.164  0.146  0.326
H  -1.990  1.613  -0.069  0.297
H  -1.028  0.395  -1.269  0.241
H  1.446  -1.978  0.235  0.267

Properties
- frontier orbital gap (alpha / beta) (Eh) = 0.3146 / 0.3328
- total charge = 0
- lowest unoccupied orbital energy (alpha / beta) (eV) = 0.07 / 0.38
- E_HOMO (alpha / beta) (eV) = -8.49 / -8.67
- energy above the lowest of the compared OMol25 structures with the same formula, charge and spin (kcal/mol) = 60.0

Entry 6:
A structure of composition C28H29BN6ORuSi. Source: the OMol25 dataset; level of theory: ωB97M-V/def2-TZVPD.

Each line ends with the Mulliken charge.
Cartesian coordinates (Å):
H  0.863  0.366  -2.462  0.631
N  -0.617  1.774  -1.893  0.404
B  -2.508  3.442  -1.747  0.044
N  -1.499  2.583  -2.597  -0.081
C  -1.297  2.374  -3.922  0.072
Ru  -0.567  1.696  0.239  0.143
H  -1.855  2.911  -4.673  0.498
C  -0.280  1.441  -4.073  -1.280
H  0.169  1.118  -4.995  0.424
C  0.106  1.063  -2.785  -0.562
H  -3.225  4.106  -2.424  -0.022
C  0.054  1.337  2.679  -0.819
H  0.984  1.077  2.126  0.058
H  -0.288  0.493  3.286  0.278
H  0.258  2.189  3.328  0.436
N  -1.624  4.306  -0.805  0.113
N  -3.313  2.448  -0.848  0.006
N  -0.744  3.668  0.090  0.227
N  -2.601  1.657  0.057  0.476
C  -1.547  5.634  -0.616  -0.001
C  -4.623  2.140  -0.738  0.042
H  -2.201  6.284  -1.193  0.477
H  -5.315  2.700  -1.341  0.488
C  -0.597  5.899  0.365  -1.179
C  -4.786  1.138  0.227  -1.252
C  -0.116  4.656  0.801  -0.296
C  -3.494  0.844  0.691  -0.294
H  -0.269  6.861  0.722  0.422
H  -5.721  0.700  0.557  0.408
H  0.624  4.391  1.549  0.490
H  -3.114  0.116  1.408  0.478
H  -0.858  1.648  2.072  0.445
O  -0.212  -0.231  0.227  0.531
Si  0.829  -1.465  0.368  -1.239
C  2.662  -1.056  0.416  0.562
C  3.598  -2.094  0.585  -0.032
C  4.975  -1.826  0.654  -0.806
C  5.436  -0.509  0.559  -0.681
C  4.515  0.526  0.383  -0.603
C  3.138  0.258  0.300  -0.395
C  0.415  -2.340  1.975  1.007
C  -0.911  -2.723  2.217  -0.128
C  -1.256  -3.412  3.390  -0.773
C  -0.277  -3.688  4.354  -0.419
C  1.045  -3.282  4.135  -0.671
C  1.382  -2.593  2.958  -0.266
C  0.532  -2.589  -1.094  1.044
C  -0.782  -2.997  -1.363  -0.278
C  -1.058  -3.869  -2.425  -0.711
C  -0.024  -4.298  -3.267  -0.484
C  1.280  -3.840  -3.047  -0.740
C  1.555  -2.983  -1.967  -0.063
H  3.258  -3.133  0.676  0.580
H  5.676  -2.652  0.788  0.435
H  6.505  -0.294  0.620  0.416
H  4.870  1.555  0.311  0.429
H  2.436  1.085  0.145  0.202
H  -1.693  -2.473  1.495  0.209
H  -2.291  -3.714  3.560  0.456
H  -0.545  -4.201  5.279  0.447
H  1.816  -3.479  4.883  0.459
H  2.405  -2.240  2.811  0.445
H  -1.608  -2.619  -0.755  0.135
H  -2.083  -4.190  -2.611  0.423
H  -0.239  -4.961  -4.107  0.417
H  2.084  -4.125  -3.727  0.431
H  2.569  -2.605  -1.815  0.387

Properties
- frontier orbital gap (alpha / beta) (Eh) = 0.2960 / 0.1365
- spin multiplicity = 5
- total charge = +2
- lowest unoccupied orbital energy (alpha / beta) (eV) = -5.99 / -10.26
- E_HOMO (alpha / beta) (eV) = -14.04 / -13.98
- energy above the lowest of the compared OMol25 structures with the same formula, charge and spin (kcal/mol) = 0.0
- ⟨S²⟩ = 6.03

Entry 7:
A cluster of 2 separate species, C3N3P in total. Source: the OMol25 dataset; level of theory: ωB97M-V/def2-TZVPD.

Each line ends with the Mulliken charge.
Cartesian coordinates (Å):
C  2.508  0.606  0.202  -0.166
C  -0.479  -1.065  -0.389  0.290
C  -1.862  0.640  0.085  0.276
N  3.621  0.847  0.223  -0.266
N  -0.462  -2.002  0.220  -0.175
N  -2.618  0.519  0.908  -0.192
P  -0.708  0.455  -1.250  0.234

Properties
- frontier orbital gap (alpha / beta) (Eh) = 0.1900 / 0.1142
- total charge = 0
- lowest unoccupied orbital energy (alpha / beta) (eV) = -5.27 / -6.37
- E_HOMO (alpha / beta) (eV) = -10.43 / -9.48
- energy above the lowest of the compared OMol25 structures with the same formula, charge and spin (kcal/mol) = 131.6

Entry 8:
A cluster of 11 separate species, C36H76O27S2 in total. Source: the OMol25 dataset; level of theory: ωB97M-V/def2-TZVPD.

Each line ends with the Mulliken charge.
Cartesian coordinates (Å):
C  -5.875  -0.140  -9.022  -1.072
C  -5.704  0.648  -7.680  -0.303
O  -6.817  1.445  -7.487  -0.284
S  -7.839  1.193  -6.181  1.068
C  -8.747  2.914  -6.377  -0.818
O  -8.695  0.089  -6.612  -0.581
O  -6.976  1.189  -4.977  -0.549
H  -6.407  0.418  -9.793  0.301
H  -6.539  -0.984  -8.839  0.273
H  -4.919  -0.367  -9.495  0.353
H  -5.549  0.160  -6.718  0.368
H  -4.833  1.303  -7.691  0.281
H  -7.937  3.585  -6.663  0.291
H  -9.144  3.193  -5.401  0.359
H  -9.568  2.783  -7.081  0.314
C  2.075  -1.369  5.578  -1.278
C  3.393  -1.391  4.799  -0.188
O  4.151  -2.405  5.335  -0.253
S  5.701  -2.194  5.767  1.105
C  6.440  -2.303  4.034  -0.929
O  5.905  -0.864  6.358  -0.586
O  6.079  -3.422  6.489  -0.577
H  2.172  -1.280  6.660  0.314
H  1.584  -2.338  5.482  0.303
H  1.408  -0.597  5.196  0.375
H  3.143  -1.412  3.738  0.324
H  3.827  -0.391  4.807  0.372
H  6.108  -1.486  3.394  0.314
H  6.104  -3.251  3.612  0.321
H  7.507  -2.122  4.165  0.385
C  -3.344  1.365  -0.859  -0.685
O  -2.089  2.044  -0.889  -0.269
C  -1.003  1.636  -0.224  0.798
O  -0.958  0.721  0.587  -0.594
O  0.025  2.461  -0.591  -0.287
C  1.331  2.427  -0.018  -0.616
H  -3.371  0.478  -1.492  0.282
H  -4.270  1.908  -1.051  0.270
H  -3.464  1.058  0.180  0.297
H  2.061  2.816  -0.728  0.221
H  1.500  1.377  0.221  0.299
H  1.382  2.959  0.931  0.282
C  3.748  -8.003  2.548  -0.652
O  3.010  -6.864  2.229  -0.270
C  2.177  -6.658  1.141  0.655
O  2.040  -7.545  0.264  -0.573
O  1.482  -5.508  1.391  -0.178
C  0.478  -5.225  0.450  -0.639
H  3.859  -8.181  3.618  0.222
H  4.686  -8.010  1.993  0.275
H  3.113  -8.763  2.093  0.317
H  1.022  -5.409  -0.477  0.305
H  0.031  -4.231  0.444  0.249
H  -0.356  -5.921  0.369  0.285
C  4.961  -2.258  -1.187  -0.588
O  4.067  -2.218  -2.240  -0.262
C  4.140  -1.315  -3.187  0.811
O  4.940  -0.361  -3.329  -0.605
O  3.150  -1.602  -3.977  -0.300
C  2.751  -0.589  -4.899  -0.706
H  4.846  -1.328  -0.630  0.281
H  5.939  -2.469  -1.619  0.299
H  4.733  -3.048  -0.471  0.189
H  3.582  -0.207  -5.492  0.306
H  2.234  0.320  -4.589  0.298
H  2.066  -1.062  -5.603  0.278
C  12.095  0.433  0.906  -0.629
O  11.541  1.637  0.302  -0.306
C  10.264  1.561  -0.141  0.799
O  9.512  0.616  0.092  -0.584
O  10.055  2.647  -0.873  -0.304
C  8.871  2.882  -1.623  -0.599
H  13.176  0.566  0.944  0.234
H  11.834  -0.393  0.245  0.304
H  11.765  0.144  1.904  0.274
H  8.008  2.566  -1.037  0.314
H  8.996  2.367  -2.575  0.287
H  8.922  3.947  -1.851  0.208
C  -2.853  -6.026  7.716  -0.638
O  -3.398  -5.029  6.870  -0.322
C  -2.876  -4.757  5.678  0.825
O  -1.915  -5.291  5.156  -0.581
O  -3.663  -3.872  5.132  -0.274
C  -3.344  -3.323  3.866  -0.582
H  -3.445  -6.044  8.631  0.224
H  -1.793  -5.913  7.944  0.297
H  -2.886  -7.001  7.230  0.300
H  -2.316  -2.964  3.925  0.292
H  -4.130  -2.592  3.678  0.175
H  -3.427  -4.136  3.146  0.285
C  -6.196  0.940  5.471  -0.678
O  -6.639  1.321  4.242  -0.266
C  -6.166  2.499  3.761  0.713
O  -5.619  3.383  4.365  -0.525
O  -6.616  2.647  2.500  -0.289
C  -6.677  3.857  1.781  -0.681
H  -5.121  0.766  5.520  0.301
H  -6.692  0.000  5.717  0.250
H  -6.575  1.556  6.287  0.308
H  -7.215  3.733  0.841  0.252
H  -5.766  4.304  1.384  0.295
H  -7.357  4.509  2.330  0.321
C  0.810  5.777  -7.118  -0.537
C  0.853  5.013  -5.799  -0.590
C  -0.491  4.205  -5.837  -0.393
O  -0.774  4.000  -7.230  -0.379
C  0.176  4.668  -8.036  -0.438
H  1.794  6.112  -7.446  0.317
H  0.183  6.669  -7.132  0.281
H  1.070  5.695  -4.976  0.347
H  1.696  4.323  -5.846  0.253
H  -1.134  5.020  -5.504  0.266
H  -0.498  3.326  -5.193  0.332
H  -0.228  4.942  -9.011  0.302
H  0.945  3.949  -8.320  0.240
C  4.854  6.360  4.418  -0.579
C  5.677  5.115  4.069  -0.406
C  6.412  5.568  2.764  -0.372
O  5.312  6.207  2.120  -0.402
C  4.705  7.060  3.067  -0.437
H  5.408  7.014  5.092  0.264
H  3.975  6.133  5.021  0.337
H  4.995  4.298  3.832  0.227
H  6.273  5.000  4.974  0.297
H  6.689  4.672  2.207  0.227
H  7.249  6.262  2.839  0.290
H  3.711  7.332  2.712  0.294
H  5.187  8.038  3.073  0.261
C  -8.254  -4.659  -1.378  -0.422
C  -7.359  -4.355  -0.180  -0.496
C  -8.016  -3.008  0.386  -0.366
O  -9.405  -3.106  -0.014  -0.424
C  -9.337  -3.530  -1.448  -0.423
H  -8.729  -5.635  -1.480  0.380
H  -7.617  -4.445  -2.236  0.177
H  -6.306  -4.145  -0.371  0.350
H  -7.440  -5.169  0.540  0.217
H  -7.811  -2.007  0.007  0.278
H  -7.984  -3.016  1.476  0.222
H  -9.183  -2.671  -2.102  0.260
H  -10.307  -3.956  -1.704  0.248

Properties
- frontier orbital gap (Eh) = 0.3507
- total charge = 0
- lowest unoccupied orbital energy (eV) = -0.01
- E_HOMO (eV) = -9.55

Q: What is the total charge in the fifth record?
A: 0

Q: The highest total charge belongs to which entry?
A: C28H29BN6ORuSi